Computed, not measured: 2 unconnected molecules or ions with the total composition C4H9N4 at a distorted geometry, with the ωB97M-V functional and the def2-TZVPD basis.

Summary:
- Multiplicity: 1
- Energy above the lowest of the compared OMol25 structures with the same formula, charge and spin: 393.45 kJ/mol
- Charge: +1
- E_HOMO: -13.41 eV
- HOMO-LUMO gap: 0.33152 hartree
- E: -10243.9205 eV

Cartesian coordinates (Å):
C 1.140 1.593 -0.224
C 0.206 0.831 0.593
C 1.344 -0.871 0.276
C -0.887 0.848 1.289
N 2.148 1.031 -0.735
N 2.295 -0.307 -0.408
N 1.255 -2.055 0.784
N -2.463 0.092 -1.026
H 0.768 2.591 -0.488
H -1.387 -0.042 1.465
H -1.487 1.768 1.380
H 2.943 -0.757 -1.113
H 0.512 -2.518 1.258
H 1.976 -2.827 0.640
H -2.782 -0.682 -1.460
H -2.272 0.811 -1.747
H -3.309 0.493 -0.485

Charges in e, computed with Mulliken, in the same order as the atoms:
1. C -0.184
2. C 0.405
3. C 0.287
4. C -0.562
5. N -0.616
6. N 0.074
7. N -0.299
8. N -0.694
9. H 0.407
10. H 0.335
11. H 0.299
12. H 0.322
13. H 0.232
14. H 0.268
15. H 0.213
16. H 0.245
17. H 0.267


Computed, not measured: a molecular structure, C4H9N4 at a distorted geometry, with the ωB97M-V functional and the def2-TZVPD basis.

Summary:
- Multiplicity: 1
- Energy above the lowest of the compared OMol25 structures with the same formula, charge and spin: 304.33 kJ/mol
- Charge: +1
- E_HOMO: -12.84 eV
- HOMO-LUMO gap: 0.32964 hartree
- E: -10244.8442 eV

Cartesian coordinates (Å):
C 0.685 1.134 0.907
C 1.504 0.212 0.240
C -0.342 -1.401 0.096
C -2.616 0.280 -0.264
N -0.610 1.130 0.630
N -1.340 0.176 0.368
N 0.928 -0.833 -0.341
N 2.741 0.540 -0.178
H 1.248 1.907 1.382
H -0.448 -1.992 1.063
H -0.926 -1.785 -0.709
H -3.122 1.313 -0.243
H -2.371 0.061 -1.407
H -3.197 -0.496 0.262
H 1.489 -1.500 -0.912
H 3.281 1.247 0.132
H 3.096 0.006 -1.025

Charges in e, computed with Mulliken, in the same order as the atoms:
1. C -0.533
2. C 0.870
3. C -0.414
4. C -0.705
5. N -0.508
6. N 0.369
7. N -0.249
8. N -0.372
9. H 0.360
10. H 0.253
11. H 0.362
12. H 0.325
13. H 0.261
14. H 0.313
15. H 0.287
16. H 0.171
17. H 0.212


Computed, not measured: a gas-phase ion, C4H9N4OS (charge +1) at a distorted geometry, with the ωB97M-V functional and the def2-TZVPD basis.

Summary:
- Multiplicity: 1
- Energy above the lowest of the compared OMol25 structures with the same formula, charge and spin: 512.27 kJ/mol
- Charge: +1
- E_HOMO: -13.30 eV
- HOMO-LUMO gap: 0.37293 hartree
- E: -23125.3278 eV

Cartesian coordinates (Å):
C -0.172 -1.103 1.044
C 1.307 0.579 1.951
C -0.584 -0.244 -2.710
C 0.087 1.844 -0.974
N -0.394 -0.793 -0.174
N 1.502 1.712 1.493
N 0.708 -0.685 1.984
N -0.985 -2.025 1.570
O 2.148 1.091 2.777
S 0.522 0.092 -1.295
H -0.326 0.437 -3.607
H -0.463 -1.218 -3.154
H -1.492 -0.170 -2.222
H 0.619 2.376 -1.886
H -1.021 1.842 -1.293
H 0.510 2.211 -0.074
H 0.880 -1.067 2.970
H -1.756 -2.478 1.104
H -1.089 -2.401 2.497

Charges in e, computed with Mulliken, in the same order as the atoms:
1. C 0.790
2. C 0.558
3. C -0.999
4. C -0.862
5. N -0.474
6. N -0.514
7. N -0.201
8. N -0.408
9. O -0.374
10. S 0.340
11. H 0.347
12. H 0.377
13. H 0.462
14. H 0.353
15. H 0.300
16. H 0.576
17. H 0.339
18. H 0.228
19. H 0.161


Computed, not measured: a gas-phase ion, C4H9N4S (charge +1) at a distorted geometry, with the ωB97M-V functional and the def2-TZVPD basis.

Summary:
- Multiplicity: 1
- Energy above the lowest of the compared OMol25 structures with the same formula, charge and spin: 494.87 kJ/mol
- Charge: +1
- E_HOMO (alpha / beta): -12.72 / -12.84 eV
- HOMO-LUMO gap (alpha / beta): 0.23747 / 0.24589 hartree
- SMILES: Cn1c(=S)n[n+](C)n1C
- E: -21078.6291 eV

Cartesian coordinates (Å):
C 1.014 -2.100 0.487
N 0.983 -0.640 0.368
C 1.881 0.158 -0.351
S 3.502 -0.258 -0.621
N 1.222 1.286 -0.738
N 0.006 1.159 -0.367
C -0.813 2.323 -0.289
N -0.298 0.028 0.355
C -1.584 -0.553 0.135
H 1.523 -2.272 1.440
H -0.059 -2.397 0.218
H 1.739 -2.474 -0.272
H -1.477 2.163 0.553
H -1.522 2.388 -1.116
H -0.155 3.226 -0.244
H -1.799 -1.030 -0.795
H -1.836 -1.275 0.878
H -2.327 0.271 0.360

Charges in e, computed with Mulliken, in the same order as the atoms:
1. C -0.684
2. N 0.080
3. C 0.146
4. S -0.180
5. N -0.599
6. N 0.872
7. C -0.832
8. N 0.020
9. C -0.948
10. H 0.298
11. H 0.293
12. H 0.299
13. H 0.365
14. H 0.368
15. H 0.329
16. H 0.435
17. H 0.478
18. H 0.261


Computed, not measured: C4H9N5 in the gas phase at a distorted geometry, with the ωB97M-V functional and the def2-TZVPD basis.

Summary:
- Multiplicity: 1
- Energy above the lowest of the compared OMol25 structures with the same formula, charge and spin: 518.90 kJ/mol
- E_HOMO: -8.51 eV
- HOMO-LUMO gap: 0.33765 hartree
- SMILES: C=N/N=C\N=C(\C)NN
- E: -11739.2543 eV

Cartesian coordinates (Å):
C -2.249 1.426 -0.798
N -0.925 1.484 -0.719
N -0.185 2.135 0.092
C 0.541 1.476 0.942
N 0.141 0.178 1.283
C 0.418 -0.758 0.499
C 0.376 -2.126 1.268
N 0.667 -0.852 -0.746
N 1.159 -2.041 -1.426
H -2.946 0.688 -1.368
H -2.885 1.779 0.054
H 1.172 2.113 1.508
H 1.289 -2.555 1.033
H 0.325 -1.880 2.364
H -0.332 -2.790 0.799
H 0.492 -0.016 -1.392
H 1.965 -1.534 -1.951
H 0.405 -2.248 -1.890

Charges in e, computed with Mulliken, in the same order as the atoms:
1. C -0.390
2. N 0.022
3. N -0.587
4. C -0.087
5. N -0.518
6. C 0.733
7. C -1.103
8. N -0.056
9. N -0.727
10. H 0.238
11. H 0.256
12. H 0.408
13. H 0.356
14. H 0.294
15. H 0.289
16. H 0.362
17. H 0.294
18. H 0.217


Computed, not measured: C4H9N5 in the gas phase at a distorted geometry, with the ωB97M-V functional and the def2-TZVPD basis.

Summary:
- Multiplicity: 1
- Energy above the lowest of the compared OMol25 structures with the same formula, charge and spin: 41.18 kJ/mol
- E_HOMO: -7.00 eV
- HOMO-LUMO gap: 0.28565 hartree
- SMILES: CNc1[nH]c(N)nc1N
- E: -11744.2055 eV

Cartesian coordinates (Å):
C -0.921 0.668 2.651
N 0.215 0.888 1.749
C 0.145 0.347 0.509
N -0.730 0.729 -0.464
C -0.512 -0.083 -1.509
N -1.504 -0.210 -2.477
N 0.563 -0.805 -1.411
C 1.005 -0.484 -0.115
N 2.072 -1.096 0.567
H -1.803 1.265 2.309
H -1.186 -0.361 2.755
H -0.716 1.050 3.669
H 1.090 0.429 2.091
H -1.618 1.231 -0.356
H -2.130 0.584 -2.511
H -1.149 -0.540 -3.347
H 2.023 -2.069 0.388
H 2.879 -0.818 0.047

Charges in e, computed with Mulliken, in the same order as the atoms:
1. C -0.900
2. N -0.350
3. C -0.516
4. N -0.058
5. C 0.310
6. N -0.467
7. N -0.766
8. C 0.789
9. N -0.620
10. H 0.264
11. H 0.330
12. H 0.319
13. H 0.344
14. H 0.260
15. H 0.214
16. H 0.268
17. H 0.292
18. H 0.287


Computed, not measured: C4H9NO in the gas phase at a distorted geometry, with the ωB97M-V functional and the def2-TZVPD basis.

Summary:
- Multiplicity: 1
- Energy above the lowest of the compared OMol25 structures with the same formula, charge and spin: 186.16 kJ/mol
- E_HOMO: -9.30 eV
- HOMO-LUMO gap: 0.37645 hartree
- SMILES: C[C@]1(O)C[C@@H]1N
- E: -7830.3905 eV

Cartesian coordinates (Å):
C -0.488 -0.624 -1.405
C 0.250 -0.593 -0.059
O 1.323 -1.539 0.059
C -0.577 -0.468 1.180
C 0.368 0.627 0.795
N -0.263 1.806 0.284
H -0.794 -1.670 -1.512
H 0.147 -0.368 -2.275
H -1.365 -0.022 -1.470
H 2.037 -1.305 -0.538
H -0.253 -1.086 1.961
H -1.627 -0.260 1.089
H 1.337 0.699 1.352
H 0.288 2.236 -0.463
H -0.384 2.568 1.003

Charges in e, computed with Mulliken, in the same order as the atoms:
1. C -1.431
2. C 0.956
3. O -0.567
4. C -1.088
5. C 0.026
6. N -0.613
7. H 0.337
8. H 0.364
9. H 0.368
10. H 0.338
11. H 0.298
12. H 0.296
13. H 0.272
14. H 0.217
15. H 0.226


Computed, not measured: 2 unconnected molecules or ions with the total composition C4H9NO at a distorted geometry, with the ωB97M-V functional and the def2-TZVPD basis.

Summary:
- Multiplicity: 1
- Energy above the lowest of the compared OMol25 structures with the same formula, charge and spin: 142.10 kJ/mol
- E_HOMO: -9.68 eV
- HOMO-LUMO gap: 0.39006 hartree
- SMILES: C=CC.NC=O
- E: -7830.8472 eV

Cartesian coordinates (Å):
C -0.365 -1.026 1.584
C -0.935 -1.732 0.628
C -1.859 -1.191 -0.420
H 0.136 -1.560 2.383
H -0.323 0.051 1.695
H -0.772 -2.806 0.585
H -1.501 -0.248 -0.809
H -2.845 -0.991 0.016
H -2.101 -1.866 -1.233
N 2.299 1.882 -1.182
C 1.213 1.948 -0.369
O 0.836 2.897 0.267
H 2.897 2.682 -1.313
H 2.646 0.980 -1.453
H 0.674 0.979 -0.380

Charges in e, computed with Mulliken, in the same order as the atoms:
1. C -0.792
2. C 0.068
3. C -0.867
4. H 0.230
5. H 0.303
6. H 0.300
7. H 0.224
8. H 0.250
9. H 0.303
10. N -0.363
11. C 0.438
12. O -0.540
13. H 0.217
14. H 0.219
15. H 0.012


Computed, not measured: C4H9NO in the gas phase at a distorted geometry, with the ωB97M-V functional and the def2-TZVPD basis.

Summary:
- Multiplicity: 1
- Energy above the lowest of the compared OMol25 structures with the same formula, charge and spin: 89.79 kJ/mol
- E_HOMO: -9.10 eV
- HOMO-LUMO gap: 0.36494 hartree
- SMILES: CC(=O)N(C)C
- E: -7831.3894 eV

Cartesian coordinates (Å):
C -1.240 0.814 -1.401
C -0.595 0.884 -0.047
O -0.710 1.942 0.586
N 0.176 -0.133 0.473
C 1.145 0.131 1.538
C 0.256 -1.421 -0.222
H -1.963 -0.005 -1.416
H -1.685 1.782 -1.676
H -0.476 0.549 -2.142
H 1.746 -0.760 1.693
H 1.774 1.027 1.265
H 0.631 0.414 2.505
H -0.637 -1.989 0.032
H 1.168 -1.982 0.110
H 0.412 -1.252 -1.299

Charges in e, computed with Mulliken, in the same order as the atoms:
1. C -1.122
2. C 0.717
3. O -0.655
4. N 0.075
5. C -0.809
6. C -0.876
7. H 0.316
8. H 0.280
9. H 0.311
10. H 0.354
11. H 0.263
12. H 0.242
13. H 0.273
14. H 0.335
15. H 0.296


Computed, not measured: a molecular structure, C4H9NO, with the ωB97M-V functional and the def2-TZVPD basis.

Summary:
- Multiplicity: 1
- Energy above the lowest of the compared OMol25 structures with the same formula, charge and spin: 565.18 kJ/mol
- E_HOMO (alpha / beta): -6.75 / -6.75 eV
- HOMO-LUMO gap (alpha / beta): 0.28134 / 0.28140 hartree
- E: -7826.4623 eV

Cartesian coordinates (Å):
C -0.981 -0.269 -0.920
C -1.374 -0.742 1.300
O -0.682 0.349 1.777
C 0.356 0.670 1.060
N 0.612 -0.070 0.012
C 1.724 0.362 -0.820
H -1.781 0.462 -0.804
H -0.392 0.025 -1.799
H -1.365 -1.272 -1.083
H -2.285 -0.857 1.886
H -0.749 -1.627 1.198
H 0.840 1.607 1.331
H 1.780 1.451 -0.964
H 1.636 -0.107 -1.804
H 2.661 0.017 -0.370

Charges in e, computed with Mulliken, in the same order as the atoms:
1. C -0.874
2. C -0.707
3. O -0.274
4. C 0.100
5. N -0.236
6. C -0.936
7. H 0.310
8. H 0.360
9. H 0.277
10. H 0.268
11. H 0.321
12. H 0.348
13. H 0.357
14. H 0.349
15. H 0.334


Computed, not measured: C4H9NO in the gas phase, with the ωB97M-V functional and the def2-TZVPD basis.

Summary:
- Multiplicity: 1
- Energy above the lowest of the compared OMol25 structures with the same formula, charge and spin: 202.95 kJ/mol
- E_HOMO: -8.54 eV
- HOMO-LUMO gap: 0.35538 hartree
- SMILES: CN1CC[C@H]1O
- E: -7830.2165 eV

Cartesian coordinates (Å):
C -1.593 -1.018 -0.353
N -0.625 0.048 -0.297
C 0.592 -0.030 -1.102
C 1.427 0.380 0.128
C 0.094 0.409 0.907
O -0.290 1.680 1.382
H -1.133 -2.012 -0.504
H -2.296 -0.849 -1.178
H -2.177 -1.047 0.572
H 0.809 -1.039 -1.482
H 0.606 0.672 -1.943
H 2.147 -0.372 0.462
H 1.932 1.349 0.050
H -0.012 -0.317 1.732
H 0.518 2.145 1.626

Charges in e, computed with Mulliken, in the same order as the atoms:
1. C -0.909
2. N -0.064
3. C -0.513
4. C -0.659
5. C 0.017
6. O -0.507
7. H 0.322
8. H 0.270
9. H 0.355
10. H 0.255
11. H 0.273
12. H 0.215
13. H 0.299
14. H 0.353
15. H 0.292


Computed, not measured: 2 unconnected molecules or ions with the total composition C4H9NO, with the ωB97M-V functional and the def2-TZVPD basis.

Summary:
- Multiplicity: 1
- Energy above the lowest of the compared OMol25 structures with the same formula, charge and spin: 338.54 kJ/mol
- E_HOMO: -9.85 eV
- HOMO-LUMO gap: 0.40027 hartree
- SMILES: C/N=C1\O[C@@H]1C.[H][H]
- E: -7828.8112 eV

Cartesian coordinates (Å):
C 0.776 -2.474 -0.411
N -0.152 -1.370 -0.240
C 0.256 -0.195 -0.338
O 1.356 0.555 -0.546
C 0.026 1.217 -0.332
C -0.121 2.027 0.926
H 0.434 -3.079 -1.258
H 1.814 -2.165 -0.589
H 0.739 -3.111 0.479
H -0.363 1.664 -1.245
H 0.661 2.789 0.965
H -1.090 2.537 0.937
H -0.054 1.401 1.820
H -2.453 0.348 0.123
H -2.143 -0.330 0.076

Charges in e, computed with Mulliken, in the same order as the atoms:
1. C -0.782
2. N -0.447
3. C 0.604
4. O -0.458
5. C 0.013
6. C -1.083
7. H 0.268
8. H 0.303
9. H 0.266
10. H 0.324
11. H 0.323
12. H 0.350
13. H 0.314
14. H 0.087
15. H -0.082


Computed, not measured: C4H9NO in the gas phase, with the ωB97M-V functional and the def2-TZVPD basis.

Summary:
- Multiplicity: 1
- Energy above the lowest of the compared OMol25 structures with the same formula, charge and spin: 35.10 kJ/mol
- E_HOMO: -9.76 eV
- HOMO-LUMO gap: 0.39272 hartree
- SMILES: CC(C)NC=O
- E: -7831.9562 eV

Cartesian coordinates (Å):
C 1.168 -1.059 -0.760
C 0.420 0.021 0.020
C 0.035 1.210 -0.858
N -0.765 -0.549 0.661
C -1.392 0.090 1.681
O -1.028 1.146 2.168
H 2.193 -0.738 -0.962
H 0.685 -1.262 -1.724
H 1.223 -1.995 -0.196
H 1.058 0.391 0.830
H -0.448 1.983 -0.253
H -0.665 0.893 -1.637
H 0.920 1.641 -1.339
H -1.162 -1.406 0.301
H -2.281 -0.458 2.048

Charges in e, computed with Mulliken, in the same order as the atoms:
1. C -1.450
2. C 0.553
3. C -1.327
4. N -0.160
5. C -0.062
6. O -0.552
7. H 0.380
8. H 0.340
9. H 0.398
10. H 0.242
11. H 0.366
12. H 0.326
13. H 0.337
14. H 0.251
15. H 0.358


Computed, not measured: C4H9NO in the gas phase, with the ωB97M-V functional and the def2-TZVPD basis.

Summary:
- Multiplicity: 1
- Energy above the lowest of the compared OMol25 structures with the same formula, charge and spin: 184.76 kJ/mol
- E_HOMO: -9.30 eV
- HOMO-LUMO gap: 0.38069 hartree
- SMILES: CCO/C=N/C
- E: -7830.4050 eV

Cartesian coordinates (Å):
C -2.599 -0.340 -0.021
C -1.093 -0.288 -0.010
O -0.684 1.039 0.416
C 0.679 1.165 0.372
N 1.300 0.132 0.038
C 2.663 -0.199 -0.182
H -2.988 -0.154 0.982
H -2.992 0.412 -0.709
H -2.942 -1.328 -0.353
H -0.665 -1.053 0.651
H -0.676 -0.506 -1.002
H 1.018 2.182 0.642
H 2.748 -0.324 -1.268
H 2.757 -1.193 0.267
H 3.474 0.455 0.177

Charges in e, computed with Mulliken, in the same order as the atoms:
1. C -1.228
2. C -0.123
3. O -0.351
4. C 0.000
5. N -0.285
6. C -0.823
7. H 0.303
8. H 0.301
9. H 0.364
10. H 0.304
11. H 0.303
12. H 0.396
13. H 0.284
14. H 0.278
15. H 0.277


Computed, not measured: 2 unconnected molecules or ions with the total composition C4H9NO, with the ωB97M-V functional and the def2-TZVPD basis.

Summary:
- Multiplicity: 1
- Energy above the lowest of the compared OMol25 structures with the same formula, charge and spin: 157.03 kJ/mol
- E_HOMO: -9.80 eV
- HOMO-LUMO gap: 0.39978 hartree
- SMILES: [H]/N=C/O.C=CC
- E: -7830.6925 eV

Cartesian coordinates (Å):
H -1.451 2.477 1.130
N -1.022 1.747 0.567
C -1.814 1.375 -0.351
O -1.509 0.431 -1.243
H -2.821 1.759 -0.536
H -0.592 0.132 -1.068
C 1.608 0.108 -0.633
C 1.219 -1.104 -0.232
C 0.509 -1.385 1.062
H 2.137 0.253 -1.572
H 1.398 0.991 -0.032
H 1.433 -1.964 -0.868
H -0.308 -2.101 0.920
H 1.203 -1.831 1.787
H 0.101 -0.465 1.492

Charges in e, computed with Mulliken, in the same order as the atoms:
1. H 0.196
2. N -0.484
3. C 0.103
4. O -0.487
5. H 0.341
6. H 0.293
7. C -0.754
8. C -0.041
9. C -0.864
10. H 0.252
11. H 0.319
12. H 0.278
13. H 0.282
14. H 0.324
15. H 0.243